#a
Here is C5H6OS in the gas phase from the OMol25 dataset. Energies are from ωB97M-V with the def2-TZVPD basis set.

```
13
Properties=species:S:1:pos:R:3:mulliken_charge:R:1
C -0.27647 1.77316 -1.73692 0.142
C -0.16338 0.88778 -0.91009 -1.075
C -0.10819 -0.11398 0.22285 1.096
C 1.05362 0.07572 1.11151 -1.523
S -1.60593 -0.02835 1.32457 -0.206
C -0.04259 -1.45070 -0.48415 -0.164
O 0.75750 -2.31310 -0.13821 -0.482
H -0.46035 2.51351 -2.47187 0.471
H 1.12360 -0.84995 1.69434 0.399
H 0.89816 0.90496 1.85256 0.384
H 1.98642 0.21887 0.51018 0.317
H -2.53317 0.03236 0.34613 0.160
H -0.62923 -1.65029 -1.32089 0.480
```

Its HOMO-LUMO gap is 9.979 eV. Its HOMO energy is -9.657 eV.

---

#b
Here is C5H6OS in the gas phase from the OMol25 dataset. Energies are from ωB97M-V with the def2-TZVPD basis set.

```
13
Properties=species:S:1:pos:R:3:mulliken_charge:R:1
O -1.10831 -2.29938 -0.17191 -0.585
C -0.41306 -1.24184 -0.09630 0.344
C -1.09181 0.18987 -0.20191 -0.630
C -0.06170 1.37646 0.04925 -0.440
C 1.15288 0.33366 -0.38851 -0.242
S 2.62461 -0.81247 -0.14975 -0.121
C 0.87940 -0.87491 0.42123 -0.093
H -1.85589 0.12062 0.55395 0.373
H -1.75011 0.18865 -1.07650 0.350
H -0.03259 1.45273 1.27399 0.214
H -0.24983 2.32538 -0.45254 0.322
H 0.96359 0.06208 -1.43010 0.223
H 0.94279 -0.82084 1.66911 0.284
```

Its HOMO-LUMO gap is 9.129 eV. Its HOMO energy is -9.268 eV.

---

#c
Here is 2 unconnected molecules or ions with the total composition C5H6OS from the OMol25 dataset. Energies are from ωB97M-V with the def2-TZVPD basis set.

```
13
Properties=species:S:1:pos:R:3:mulliken_charge:R:1
C -1.16032 -0.73468 -0.20091 -0.307
C -1.02011 -1.81931 -0.98664 -0.210
C 0.99662 -1.44867 -0.27791 -0.705
C 0.19027 -0.42364 0.31374 0.899
C 0.72788 0.68132 1.10305 -0.618
O 0.26817 -2.20526 -1.09027 -0.287
S -0.23554 1.71266 2.02208 -0.186
H -2.20046 -0.21308 -0.02175 0.175
H -1.77488 -2.58492 -1.43184 0.302
H 2.03517 -1.58759 -0.35671 0.430
H 1.73775 0.66126 1.33706 0.387
H 0.53180 2.12150 -1.36235 0.015
H -1.25855 1.86554 1.20232 0.105
```

Its HOMO-LUMO gap (alpha / beta) is 6.890 / 8.662 eV. Its HOMO energy (alpha / beta) is -6.998 / -8.805 eV.

---

Top of the stability list: #a, leading by 0.0689 hartree.